--- 1 ---
{
  "formula": "C6H13N2O",
  "method": "ωB97M-V with the def2-TZVPD basis set",
  "charge": 1,
  "smiles": "CC(C)/C=[NH+]\\CCN=O",
  "symbols": ["C", "C", "C", "C", "C", "C", "N", "N", "O", "H", "H", "H", "H", "H", "H", "H", "H", "H", "H", "H", "H", "H"],
  "positions_angstrom": [[1.6647, -1.5207, -0.4059], [2.7781, -0.4698, -0.1821], [0.0751, -0.0909, 0.7319], [-2.2130, -0.1657, 0.3454], [-0.9796, 2.0462, -0.0261], [-0.9496, 0.4879, -0.1997], [0.5974, -1.2965, 0.5596], [2.0782, 0.7195, 0.0835], [2.5270, 1.8163, 0.1174], [1.2939, -1.5692, -1.4627], [2.0728, -2.4644, -0.0601], [3.4189, -0.7029, 0.7033], [3.3971, -0.3196, -1.0446], [-0.1041, 0.3994, 1.6744], [-2.6118, 0.2325, 1.2853], [-2.0850, -1.2787, 0.4843], [-3.0113, 0.0668, -0.3526], [0.1144, 2.4471, 0.1143], [-1.6359, 2.3499, 0.8817], [-1.3572, 2.4528, -0.9803], [-0.8186, 0.2749, -1.2690], [0.8145, -1.7700, 1.3829]]
}

---

--- 2 ---
{
  "formula": "C6H13N2O",
  "method": "ωB97M-V with the def2-TZVPD basis set",
  "charge": 1,
  "smiles": "C/C=C(/C(N)=[NH2+])[C@H](C)O",
  "symbols": ["C", "C", "C", "C", "C", "C", "N", "N", "O", "H", "H", "H", "H", "H", "H", "H", "H", "H", "H", "H", "H", "H"],
  "positions_angstrom": [[0.0018, 1.6664, -0.3515], [-0.2080, 0.4310, -0.0549], [0.3716, -0.6541, -1.4391], [-0.2728, 2.9013, 0.5209], [0.3374, -1.3445, 1.6353], [-0.7106, -0.3985, 1.1226], [1.6326, -0.5014, -1.8498], [-0.5041, -1.5345, -1.7748], [-1.7601, -1.1692, 0.4250], [0.4379, 2.0863, -1.3314], [-0.9341, 3.7670, 0.1805], [-0.7357, 2.7246, 1.5124], [0.8191, 3.0928, 0.6259], [0.7317, -2.1508, 0.9082], [1.3822, -0.8067, 1.9704], [-0.0828, -1.8047, 2.4693], [-1.1398, 0.3223, 1.7672], [2.1420, 0.2410, -1.3005], [2.2290, -1.1783, -2.2569], [-1.4339, -1.4280, -1.2370], [-0.3273, -2.3370, -2.4626], [-1.9760, -1.9252, 0.9207]]
}

---

Computed energies relative to the best structure, in hartree: 1 0.0712; 2 0.0000

---

--- 1 ---
{
  "formula": "C3H12N2O",
  "method": "ωB97M-V with the def2-TZVPD basis set",
  "smiles": "NCCCN.O",
  "symbols": ["N", "C", "C", "C", "N", "H", "H", "H", "H", "H", "H", "H", "H", "H", "H", "H", "H", "O"],
  "positions_angstrom": [[-0.2127, -1.7438, -2.2043], [-0.3819, -0.6349, -1.2430], [-0.3241, -1.1097, 0.2348], [0.1973, 0.0735, 1.0949], [0.5818, -0.2994, 2.5135], [0.6992, -2.0017, -2.3697], [-0.3164, -1.3782, -3.1714], [0.3095, 0.2571, -1.3520], [-1.3730, -0.0714, -1.4247], [0.3370, -1.9496, 0.2896], [-1.2562, -1.4442, 0.7484], [1.0642, 0.4518, 0.6455], [-0.3909, 0.9697, 0.9674], [-0.2744, -0.5123, 2.9503], [1.0116, 0.6040, 2.9075], [0.8192, 3.2396, -0.3118], [-0.4912, 2.4146, -0.3943], [0.0011, 3.1349, 0.1192]]
}

---

--- 2 ---
{
  "formula": "C3H12N2O",
  "method": "ωB97M-V with the def2-TZVPD basis set",
  "smiles": "CCNCN.O",
  "symbols": ["C", "C", "N", "C", "N", "H", "H", "H", "H", "H", "H", "H", "H", "H", "H", "H", "H", "O"],
  "positions_angstrom": [[1.2519, -2.0316, 0.5207], [0.5391, -0.6523, 0.6206], [-0.2813, -0.1914, -0.4902], [0.0145, 1.0157, -1.2311], [0.2308, 2.2101, -0.4392], [1.3095, -2.1449, -0.5756], [2.3150, -1.9336, 0.7200], [0.6847, -2.8261, 0.9875], [1.3160, 0.0949, 0.8303], [-0.1074, -0.7075, 1.5003], [-0.4962, -1.0217, -1.0285], [0.9639, 0.9457, -1.7863], [-0.7239, 1.2212, -1.9976], [1.0883, 2.1043, 0.0781], [-0.5409, 2.5512, 0.1112], [-2.9369, 1.1230, 0.7636], [-2.1284, -0.0967, 0.3120], [-2.4987, 0.3399, 1.1042]]
}

---

Computed energies relative to the best structure, in hartree: 1 0.0157; 2 0.0000

---

--- 1 ---
{
  "formula": "C3H12N2O",
  "method": "ωB97M-V with the def2-TZVPD basis set",
  "smiles": "NCCCN.O",
  "symbols": ["N", "C", "C", "C", "N", "H", "H", "H", "H", "H", "H", "H", "H", "H", "H", "H", "H", "O"],
  "positions_angstrom": [[2.0081, 0.3715, -1.7854], [0.6937, 0.7101, -1.2123], [-0.0520, -0.4447, -0.5907], [-1.4250, -0.0838, -0.0059], [-2.2192, -1.3132, 0.1592], [1.9936, -0.6057, -2.0474], [2.6593, 0.3241, -1.0014], [0.0974, 1.2493, -1.9368], [0.8680, 1.4389, -0.4153], [-0.3260, -1.2347, -1.2977], [0.5560, -0.9438, 0.1642], [-1.9045, 0.5618, -0.7380], [-1.3258, 0.4338, 0.9352], [-1.7685, -1.9125, 0.8400], [-3.1098, -1.0415, 0.5604], [1.4066, 1.4038, 2.3246], [1.1169, 0.1432, 3.2166], [0.7312, 0.9432, 2.8309]]
}

---

--- 2 ---
{
  "formula": "C3H12N2O",
  "method": "ωB97M-V with the def2-TZVPD basis set",
  "smiles": "CCNCN.O",
  "symbols": ["C", "C", "N", "C", "N", "H", "H", "H", "H", "H", "H", "H", "H", "H", "H", "H", "H", "O"],
  "positions_angstrom": [[-0.3578, 0.2810, -2.1927], [0.3645, 0.3468, -0.8836], [-0.5842, 0.1120, 0.2922], [-1.3430, -1.1734, 0.4280], [-0.4662, -2.1178, 1.0922], [-1.4579, 0.3841, -2.1416], [-0.4523, -0.8191, -2.5327], [0.0199, 0.8765, -3.0342], [1.1139, -0.4437, -0.5803], [0.6425, 1.3878, -0.7303], [-1.1635, 0.9337, 0.1738], [-1.5933, -1.6917, -0.5173], [-2.2994, -1.1314, 1.0431], [0.5382, -1.9588, 0.9580], [-0.5359, -2.1759, 2.0616], [1.2803, 1.7966, 1.1373], [2.5524, 1.4810, 0.8926], [2.0908, 2.3344, 1.1835]]
}

---

--- 3 ---
{
  "formula": "C3H12N2O",
  "method": "ωB97M-V with the def2-TZVPD basis set",
  "smiles": "NCCCN.O",
  "symbols": ["C", "C", "C", "N", "N", "H", "H", "H", "H", "H", "H", "H", "H", "H", "H", "H", "H", "O"],
  "positions_angstrom": [[0.5311, -0.5261, -1.8108], [-0.2720, -0.0618, -0.5715], [0.1287, 1.2690, 0.1021], [0.6791, 1.1625, 1.4329], [-0.2910, -1.1173, -2.8527], [0.9919, 0.4947, -2.0979], [1.3385, -1.1878, -1.4361], [-1.3125, 0.1849, -1.0261], [-0.5041, -0.7967, 0.1231], [-0.7118, 2.0537, 0.2432], [1.0043, 1.7642, -0.5704], [1.7056, 0.8475, 1.4449], [0.6157, 2.0047, 2.0558], [0.3340, -1.3437, -3.6202], [-0.6779, -2.0114, -2.4954], [-0.0875, -0.0568, 2.8182], [-1.4400, -0.3297, 3.6145], [-0.7875, -0.7533, 3.0707]]
}

---

Computed energies relative to the best structure, in hartree: 1 0.0000; 2 0.0520; 3 0.0301

---

--- 1 ---
{
  "formula": "C3H12N2O",
  "method": "ωB97M-V with the def2-TZVPD basis set",
  "smiles": "NCCCN.O",
  "symbols": ["C", "C", "C", "N", "N", "H", "H", "H", "H", "H", "H", "H", "H", "H", "H", "H", "H", "O"],
  "positions_angstrom": [[-1.3923, -1.6595, -0.1486], [-0.7887, -0.6880, -1.1831], [0.6341, -1.0936, -1.5019], [1.2700, -0.1597, -2.4367], [-2.8571, -1.6234, 0.0223], [-1.0249, -2.6840, -0.2577], [-0.9470, -1.3643, 0.7903], [-1.5182, -0.5006, -1.9789], [-0.7395, 0.2684, -0.6698], [0.6333, -2.1418, -1.8026], [1.2043, -1.0861, -0.5897], [2.2675, -0.2144, -2.2991], [0.9263, -0.3810, -3.3606], [-3.0946, -0.6862, 0.3313], [-3.2390, -1.6784, -0.9121], [3.1475, 4.1505, 3.8572], [1.7354, 4.4185, 4.3929], [2.6640, 4.4126, 4.6497]]
}

---

--- 2 ---
{
  "formula": "C3H12N2O",
  "method": "ωB97M-V with the def2-TZVPD basis set",
  "symbols": ["C", "C", "N", "N", "H", "H", "H", "H", "H", "H", "H", "H", "C", "O", "H", "H", "H", "H"],
  "positions_angstrom": [[0.8627, 0.4131, -0.5169], [1.0618, 1.5161, 0.4679], [0.8868, -1.2778, 0.5965], [0.5693, -2.3463, -0.3067], [1.7742, -1.4533, 1.0542], [0.3274, -3.1735, 0.2361], [-0.3052, -2.0129, -0.7190], [0.1373, 0.6022, -1.2955], [1.7796, 0.0165, -0.9408], [1.5690, 2.3474, -0.0370], [0.1133, 1.8754, 0.8603], [1.6937, 1.2126, 1.3045], [-2.1142, 0.6705, -0.3722], [-1.2444, -0.2803, 0.1049], [0.0185, -1.0130, 1.1732], [-2.9731, 0.2247, -0.9028], [-1.6383, 1.3478, -1.1228], [-2.5183, 1.3308, 0.4161]]
}

---

--- 3 ---
{
  "formula": "C3H12N2O",
  "method": "ωB97M-V with the def2-TZVPD basis set",
  "symbols": ["C", "N", "H", "H", "H", "H", "H", "H", "C", "O", "C", "N", "H", "H", "H", "H", "H", "H"],
  "positions_angstrom": [[2.5398, -1.0276, -0.0874], [1.0936, -1.3960, -0.1266], [2.7552, -0.4629, 0.8220], [3.2443, -1.8781, -0.1239], [2.7257, -0.4184, -0.9476], [0.6573, -0.0176, -0.1992], [0.8652, -1.8364, 0.7555], [0.9110, -2.1266, -0.8379], [-0.3243, 0.6858, 0.4659], [0.9094, 1.1349, -0.2308], [-1.5473, 0.4138, -0.4334], [-2.7967, 0.4736, 0.3965], [-0.3448, -0.1060, 1.2467], [-0.6217, 1.5911, 1.0287], [-1.5330, 1.1181, -1.2800], [-1.5150, -0.6144, -0.8319], [-2.8637, 1.4581, 0.6955], [-3.6433, 0.2382, -0.0416]]
}

---

Computed energies relative to the best structure, in hartree: 1 0.0000; 2 0.1572; 3 0.0943